Entry 1:
H8O4 | wB97M-V/def2-TZVPD

Properties
Gap between HOMO and LUMO in Eh: 0.404
SMILES: O.O.O.O
HOMO in eV: -10.7
E in hartree: -305.74780

```
12
Properties=species:S:1:pos:R:3:forces:R:3
O 2.512500 0.569250 -0.937750 1.322 0.875 -0.891
O -0.757500 0.495250 -1.467750 -0.197 0.790 0.757
O -1.423500 0.163250 2.055250 -0.049 0.935 -0.230
O 0.393500 -0.831750 0.374250 1.283 0.513 -0.223
H 1.892500 1.280250 -1.070750 -0.338 0.356 -0.216
H -1.459500 1.080250 1.714250 0.243 -0.434 0.440
H -2.029500 -0.261750 1.449250 -0.501 -0.393 -0.116
H 0.199500 -1.716750 0.147250 -0.187 -1.654 -0.187
H -0.358500 -0.088750 -0.785750 -0.036 0.380 -0.490
H -0.915500 -0.036750 -2.227750 -0.150 -0.540 -0.917
H 2.039500 -0.039750 -0.413750 -0.868 -1.153 1.018
H -0.093500 -0.612750 1.163250 -0.522 0.327 1.055
```
Forces are in eV/Å.

***

Entry 2:
C4H7NS | wB97M-V/def2-TZVPD

Properties
Gap between HOMO and LUMO in Eh: 0.284
HOMO in eV: -8.2
E in hartree: -609.37024

```
13
Properties=species:S:1:pos:R:3:forces:R:3
S 2.659856 0.073627 0.136622 -0.259 -0.975 0.397
N 1.504516 1.277863 0.480521 -2.368 0.162 -1.362
C -2.049072 1.297586 0.132184 4.280 0.000 -1.421
C 0.039908 -0.552565 -0.093961 0.242 -2.212 -0.029
C 0.349763 0.879323 0.114227 -1.489 0.655 1.892
C 1.362075 -1.332279 -0.134649 2.668 0.059 1.192
H -0.413054 -0.731862 -1.063079 -0.523 0.202 -0.057
H -2.195997 0.690984 1.002723 -0.448 0.433 0.327
H 1.733437 -1.714517 -1.099399 -0.900 -0.150 0.350
H -1.901327 0.818043 -0.823460 -0.716 -0.486 0.055
H -2.024680 2.352047 -0.054716 -0.643 0.486 0.988
H -0.658981 -0.965652 0.709984 0.929 0.747 -1.062
H 1.593554 -2.092597 0.693003 -0.771 1.079 -1.270
```
Forces are in eV/Å.

***

Entry 3:
C9H14N2OS | wB97M-V/def2-TZVPD

Properties
Gap between HOMO and LUMO (alpha / beta) in Eh: 0.301 / 0.301
HOMO (alpha / beta) in eV: -8.6 / -8.6
E in hartree: -934.11226

```
27
Properties=species:S:1:pos:R:3:forces:R:3
S 0.545380 0.413518 2.213543 -0.279 0.658 -2.226
O -0.504622 1.398951 -2.473609 -0.050 -0.101 0.127
N 0.295167 -3.138249 1.132277 2.281 1.819 -0.721
N 1.045536 -2.313211 0.852934 -1.212 -2.179 0.927
C 2.114389 0.122518 -1.095753 -2.789 0.395 0.297
C 0.257586 0.715063 0.588167 1.208 -1.438 6.183
C -0.618614 -4.027460 1.260727 0.639 0.024 0.692
C -0.980047 0.597979 -0.116206 -2.319 -0.630 -1.546
C 1.094999 1.196584 -0.464140 1.686 -0.417 -2.590
C -1.482257 -0.853219 -0.322987 1.176 -0.807 -1.579
C 1.835672 2.467135 -0.139876 -3.187 2.189 -2.019
C -2.101239 1.504735 0.404847 1.099 -1.530 3.478
C -0.230031 1.144222 -1.341666 0.855 0.726 0.169
H -1.800776 2.471090 0.819522 0.466 -0.324 0.055
H 2.552973 2.276484 0.558979 2.847 -0.619 1.083
H -2.001345 -0.857583 -1.301805 -0.052 -0.227 0.658
H 1.232355 3.205114 0.440059 -0.278 -0.542 -0.575
H -2.603598 0.891643 1.222359 0.660 1.026 -0.652
H 2.453565 0.467327 -2.055509 -0.177 0.051 -0.534
H 2.018909 2.972024 -1.119630 0.898 -0.347 0.998
H 1.577454 -0.834368 -1.114362 0.263 0.187 -0.592
H -1.410413 -3.854803 0.611348 -1.471 -0.107 -0.932
H -0.705655 -1.683576 -0.353344 -0.499 1.738 -0.556
H 2.943063 -0.046162 -0.494061 1.509 0.013 1.446
H -2.077209 -1.238044 0.463426 -1.135 0.264 0.889
H -0.610936 -4.720021 2.070255 0.129 -0.188 0.266
H -2.840305 1.722310 -0.245496 -2.268 0.366 -2.745
```
Forces are in eV/Å.

***

Entry 4:
C11H28F2GeRuS3Si3 | wB97M-V/def2-TZVPD

Properties
2S+1: 2
Gap between HOMO and LUMO (alpha / beta) in Eh: 0.235 / 0.234
Total charge: +1
⟨S²⟩: 0.78
HOMO (alpha / beta) in eV: -11.0 / -11.7
E in hartree: -4870.28891

```
49
Properties=species:S:1:pos:R:3:forces:R:3
Ru -1.904630 -0.235810 -0.702114 -0.885 0.111 -1.300
Ge 0.113743 0.492837 0.584106 0.337 -0.351 0.123
S -1.963317 0.627289 1.585405 -0.402 -0.698 -0.367
S -4.166255 2.640514 1.436925 -0.356 0.321 0.345
S -2.585869 1.826430 -0.961963 -0.176 0.700 0.016
Si -0.401529 -1.298791 -2.140169 1.344 0.006 1.012
Si 1.244355 2.603901 0.417113 -0.170 -0.292 -0.319
Si 0.797250 -1.306027 1.994994 -0.066 0.072 -0.163
F -3.801211 -1.879169 0.078582 -0.192 -0.382 -0.160
F -3.768792 -1.914329 -2.119922 0.012 0.084 -0.182
C 0.739475 3.438915 1.973707 -0.041 0.338 0.372
C -1.302185 -0.155291 -3.261365 -0.590 0.275 0.011
C 2.617375 -1.509861 1.760832 0.433 -0.162 0.078
C 1.413697 -1.066194 -2.103643 0.608 0.246 -0.454
C -0.179529 -2.758204 1.359383 -0.121 -0.350 0.027
C -3.770400 -1.092573 -1.050661 0.392 0.116 1.278
C -2.987006 1.833053 0.746692 0.392 0.330 -0.312
C -0.779295 -3.081525 -2.283460 -0.384 -0.536 0.077
C 3.013777 2.085310 0.364228 0.451 -0.017 0.041
C 0.361753 -0.840052 3.726377 -0.025 -0.027 0.445
C 0.765088 3.494826 -1.130997 -0.082 0.272 -0.278
H -1.571724 -0.761861 -4.131607 -0.110 0.097 0.039
H 1.659868 3.744492 -1.707444 -0.057 0.022 0.010
H -1.517715 -3.450605 -1.568435 0.015 -0.005 -0.047
H -1.147520 -2.446892 0.954589 -0.028 -0.033 -0.002
H 0.675006 0.182648 3.947322 -0.007 -0.033 0.058
H 3.260844 1.381607 1.160392 0.037 0.027 -0.026
H 3.245823 1.615578 -0.595785 0.034 -0.001 0.061
H 1.113680 4.468543 1.964251 -0.028 -0.051 0.077
H -2.251879 0.293169 -2.918752 -0.058 -0.088 -0.189
H 1.868234 -1.683032 -1.325264 -0.045 0.018 -0.016
H 0.236054 4.424733 -0.910324 0.003 -0.035 -0.030
H -0.404994 -3.481388 2.148687 0.099 0.008 -0.024
H -0.710546 -0.918399 3.915713 0.020 0.036 -0.006
H 0.112508 2.890886 -1.761810 0.013 0.025 -0.039
H 0.870552 -1.506883 4.430073 -0.045 0.048 -0.006
H 0.374509 -3.285496 0.577617 -0.081 0.019 -0.014
H 3.142063 -0.649554 2.182346 0.054 -0.043 -0.047
H -0.635224 0.664380 -3.525138 -0.063 0.018 -0.015
H -1.186448 -3.270462 -3.281743 0.036 -0.066 0.048
H -4.638657 -0.439134 -1.040861 -0.198 -0.052 -0.219
H 3.673910 2.952603 0.473786 -0.046 -0.050 -0.035
H 1.852355 -1.376567 -3.061734 0.029 0.006 0.132
H 1.149807 2.936637 2.852735 -0.044 0.032 -0.009
H 2.885471 -1.595162 0.705993 0.055 0.041 0.032
H 3.001150 -2.401301 2.267642 -0.076 0.049 -0.013
H -0.347343 3.478946 2.071495 0.024 0.042 0.020
H 0.142495 -3.651826 -2.155774 -0.065 -0.035 -0.022
H 1.691239 -0.020919 -1.942002 0.050 -0.055 -0.005
```
Forces are in eV/Å.

***

Entry 5:
CH4N2S | wB97M-V/def2-TZVPD

Properties
Gap between HOMO and LUMO in Eh: 0.352
SMILES: SN1CN1
HOMO in eV: -8.7
E in hartree: -548.04740

```
8
Properties=species:S:1:pos:R:3:forces:R:3
S -2.230779 0.070771 0.225142 1.374 -1.574 3.536
N -0.737005 -0.253241 -0.559450 3.462 -0.023 1.109
N -0.029778 -1.258376 0.213833 0.395 0.895 0.740
C 0.728457 -0.023988 0.406674 -1.051 -1.308 -3.898
H 0.361253 -1.964509 -0.380426 0.401 -0.009 -0.575
H 1.774442 0.276374 -0.130728 -3.010 -0.904 1.204
H -2.651225 0.585725 -0.800833 -1.700 1.940 -3.372
H 0.396005 0.424482 1.288007 0.129 0.983 1.256
```
Forces are in eV/Å.

***

Entry 6:
C3H4O3S | wB97M-V/def2-TZVPD

Properties
Gap between HOMO and LUMO in Eh: 0.303
SMILES: O=C(O)C(=S)CO
HOMO in eV: -10.0
E in hartree: -740.57371

```
11
Properties=species:S:1:pos:R:3:forces:R:3
S -0.831233 -2.239191 0.069648 0.656 2.569 -0.075
O -0.568284 1.515831 -0.614045 0.546 -0.076 -0.344
O 1.859707 -1.084431 0.667472 -1.562 -3.271 0.045
O -2.563414 0.623854 0.032495 3.259 -0.647 -0.635
C -0.412848 -0.631536 0.011489 0.291 -0.838 0.677
C 1.046115 -0.073760 0.189507 0.297 -0.555 0.701
C -1.349787 0.516787 -0.189866 -3.393 0.806 0.327
H -0.999080 2.307358 -0.908762 -1.034 0.578 0.004
H 1.213058 -1.935243 0.634510 2.319 2.082 0.200
H 1.209123 0.788012 0.931845 -1.031 -0.870 -1.333
H 1.396643 0.212319 -0.824293 -0.349 0.223 0.434
```
Forces are in eV/Å.

***

Calculated energy above the lowest of the compared OMol25 structures with the same formula, charge and spin in order - 82.45; 494.24; 565.48; 136.45; 431.79; 225.50 kJ/mol
Calculated strongest force on any atom in order - 1.82; 4.51; 6.46; 1.68; 4.25; 3.63 eV/Å